Entry 1:
# C5H11NO

2 unconnected molecules or ions with the total composition C5H11NO (ωB97M-V with the def2-TZVPD basis set, the OMol25 dataset).

Each line ends with the Löwdin charge.
Positions of all 18 atoms, in Å:
C -0.733 -0.421 -2.089  0.00
C -0.035 -0.274 -0.968  -0.17
C -0.558 0.439 0.226  -0.33
C 0.151 0.056 1.537  -0.04
C -1.428 1.451 0.005  -0.13
N -2.236 1.683 1.231  -0.01
H -1.727 -0.029 -2.255  0.05
H -0.294 -0.808 -3.006  0.05
H 1.055 -0.408 -0.963  0.09
H -0.072 -0.989 1.837  0.09
H 0.082 0.985 2.192  0.09
H 1.176 -0.100 1.131  0.06
H -1.654 2.044 -0.867  0.11
H -1.569 2.103 1.894  0.05
H -2.965 2.404 1.006  0.08
O 3.515 -3.063 -0.060  -0.07
H 4.321 -2.759 -0.511  0.04
H 2.971 -2.313 -0.339  0.02

## Properties
**LUMO level**: 0.02446 Ha
**Total charge**: 0
**Structure (SMILES)**: C=C/C(C)=C/N.O
**Relative energy (zero: lowest compared OMol25 entry of this formula, charge and spin)**: 3.320 eV

Entry 2:
# C58H155N13O16

13 unconnected molecules or ions with the total composition C58H155N13O16 (ωB97M-V with the def2-TZVPD basis set, the OMol25 dataset).

Each line ends with the Löwdin charge.
Positions of all 242 atoms, in Å:
C 1.389 1.043 2.873  -0.08
O 0.538 1.386 3.971  -0.20
C 1.297 2.026 4.982  -0.22
C 1.315 3.489 4.692  -0.22
N 0.053 4.230 4.662  -0.02
C -0.777 4.225 5.885  -0.24
C -1.696 5.347 5.964  -0.20
O -2.820 5.269 4.983  -0.22
C -3.910 6.081 5.377  -0.13
H 2.140 0.262 3.106  0.09
H 1.989 1.864 2.485  0.07
H 0.707 0.724 2.108  0.06
H 2.407 1.695 5.045  0.16
H 0.689 1.784 5.833  0.11
H 1.853 3.708 3.734  0.10
H 1.964 4.034 5.420  0.13
H -0.489 3.938 3.843  0.09
H -0.145 4.290 6.782  0.14
H -1.311 3.289 6.084  0.10
H -1.061 6.221 5.774  0.13
H -2.092 5.469 6.989  0.13
H -4.629 6.026 4.536  0.08
H -3.723 7.107 5.571  0.07
H -4.297 5.704 6.355  0.10
C 4.258 -2.322 -2.162  -0.10
O 3.901 -2.255 -0.781  -0.24
C 4.154 -3.485 -0.081  -0.18
C 5.566 -3.450 0.617  -0.18
N 5.621 -2.309 1.511  -0.06
C 6.302 -1.120 1.008  -0.19
C 7.031 -0.403 2.231  -0.16
O 8.036 -1.254 2.839  -0.22
C 9.149 -1.642 1.984  -0.07
H 5.245 -1.902 -2.314  0.07
H 3.560 -1.655 -2.728  0.07
H 4.169 -3.391 -2.497  0.10
H 4.125 -4.360 -0.784  0.13
H 3.439 -3.548 0.726  0.09
H 6.385 -3.402 -0.091  0.11
H 5.685 -4.373 1.165  0.11
H 6.205 -2.603 2.263  0.08
H 5.518 -0.503 0.517  0.11
H 7.046 -1.364 0.224  0.10
H 6.379 -0.218 3.087  0.12
H 7.448 0.513 1.878  0.10
H 9.752 -2.333 2.529  0.07
H 9.763 -0.722 1.857  0.09
H 8.828 -1.944 0.982  0.07
C -4.118 -6.981 0.650  -0.15
O -4.425 -6.051 -0.321  -0.18
C -3.368 -5.834 -1.285  -0.22
C -3.873 -5.084 -2.488  -0.20
N -4.482 -3.763 -2.195  -0.02
C -3.394 -2.881 -1.688  -0.22
C -3.970 -1.677 -1.048  -0.22
O -4.599 -1.996 0.210  -0.17
C -5.427 -0.970 0.703  -0.12
H -5.032 -7.048 1.246  0.09
H -3.265 -6.769 1.302  0.08
H -3.992 -8.017 0.250  0.10
H -3.118 -6.882 -1.542  0.12
H -2.492 -5.290 -0.941  0.10
H -4.648 -5.711 -2.965  0.12
H -3.024 -4.947 -3.173  0.11
H -5.126 -3.882 -1.433  0.10
H -2.759 -2.611 -2.497  0.09
H -2.740 -3.342 -0.881  0.12
H -4.741 -1.279 -1.715  0.11
H -3.072 -1.046 -0.890  0.12
H -4.954 -0.027 1.005  0.07
H -5.970 -1.401 1.524  0.08
H -6.221 -0.617 0.004  0.09
C 5.524 -0.376 -5.241  -0.05
C 5.314 1.059 -4.712  -0.45
C 4.899 0.976 -3.263  -0.25
O 4.753 2.265 -2.741  -0.19
C 3.968 2.364 -1.582  -0.10
N 6.555 1.825 -4.706  0.05
H 5.906 -0.369 -6.287  0.08
H 4.527 -0.865 -5.290  0.08
H 6.259 -0.825 -4.567  0.08
H 4.474 1.531 -5.262  0.14
H 5.724 0.519 -2.743  0.11
H 4.030 0.296 -3.043  0.11
H 4.602 2.008 -0.717  0.11
H 3.034 1.774 -1.633  0.06
H 3.718 3.395 -1.453  0.07
H 6.883 1.830 -5.647  0.06
H 6.392 2.798 -4.464  0.08
C -5.187 2.905 4.416  -0.05
C -4.294 1.813 5.011  -0.39
C -2.975 1.636 4.211  -0.21
O -3.237 1.414 2.858  -0.21
C -2.130 0.921 2.148  -0.10
N -3.811 1.899 6.389  0.02
H -6.108 3.108 4.937  0.08
H -5.362 2.538 3.406  0.06
H -4.714 3.882 4.386  0.04
H -4.846 0.845 5.006  0.15
H -2.332 0.842 4.596  0.12
H -2.333 2.522 4.300  0.10
H -1.736 0.123 2.799  0.09
H -1.304 1.674 2.055  0.09
H -2.418 0.520 1.196  0.07
H -3.323 2.806 6.591  0.07
H -4.578 1.728 7.056  0.08
C -3.548 3.566 -0.289  -0.03
C -3.455 4.697 0.783  -0.40
C -4.834 4.871 1.380  -0.24
O -5.694 5.234 0.351  -0.19
C -7.016 5.427 0.769  -0.12
N -2.443 4.435 1.803  0.06
H -2.597 3.456 -0.782  0.05
H -4.334 3.866 -1.001  0.08
H -3.938 2.659 0.198  0.07
H -3.173 5.634 0.245  0.15
H -4.859 5.672 2.172  0.13
H -5.158 3.895 1.871  0.12
H -7.266 6.403 1.146  0.07
H -7.324 4.710 1.565  0.10
H -7.705 5.347 -0.092  0.09
H -2.364 5.181 2.491  0.07
H -2.711 3.585 2.299  0.05
C 2.874 5.053 1.196  -0.06
C 1.453 5.456 1.471  -0.48
C 1.139 6.790 0.735  -0.23
O 1.802 7.821 1.367  -0.18
C 1.057 8.496 2.411  -0.06
N 0.560 4.425 1.045  0.07
H 2.910 4.969 0.095  0.07
H 3.223 4.057 1.562  0.08
H 3.529 5.872 1.519  0.09
H 1.373 5.743 2.553  0.12
H 0.044 6.926 0.676  0.12
H 1.471 6.689 -0.300  0.12
H 1.618 9.308 2.844  0.09
H 0.674 7.816 3.143  0.07
H 0.145 8.881 1.963  0.08
H 0.830 3.503 1.390  0.04
H -0.411 4.613 1.316  0.03
C -4.266 -2.682 -6.964  -0.06
C -4.497 -2.603 -5.426  -0.44
C -4.495 -1.179 -4.896  -0.21
O -3.178 -0.711 -5.173  -0.21
C -2.910 0.570 -4.542  -0.07
N -5.839 -3.157 -5.141  0.03
H -5.109 -2.142 -7.445  0.08
H -4.282 -3.706 -7.388  0.08
H -3.384 -2.168 -7.284  0.05
H -3.675 -3.189 -4.924  0.12
H -4.685 -1.127 -3.845  0.09
H -5.207 -0.641 -5.506  0.13
H -2.072 1.006 -5.041  0.06
H -2.723 0.480 -3.445  0.09
H -3.787 1.211 -4.637  0.08
H -5.900 -4.062 -5.626  0.07
H -5.892 -3.424 -4.145  0.05
C 0.844 -1.432 -5.233  -0.04
C 0.439 -2.953 -5.361  -0.39
C 1.589 -3.932 -5.309  -0.23
O 2.512 -3.533 -6.311  -0.18
C 3.678 -4.330 -6.164  -0.11
N -0.467 -3.440 -4.336  0.05
H 1.308 -1.125 -6.213  0.09
H 1.567 -1.236 -4.441  0.05
H -0.041 -0.818 -5.150  0.05
H -0.176 -2.993 -6.259  0.14
H 1.180 -4.930 -5.408  0.11
H 2.098 -3.994 -4.307  0.13
H 3.435 -5.387 -6.399  0.10
H 4.091 -4.209 -5.154  0.07
H 4.454 -3.948 -6.818  0.08
H -1.376 -3.087 -4.532  0.04
H -0.086 -3.262 -3.406  0.05
C 1.599 -5.830 1.025  -0.04
C 0.178 -6.447 0.774  -0.42
C 0.095 -7.050 -0.633  -0.25
O 0.313 -6.078 -1.608  -0.21
C -0.019 -6.593 -2.936  -0.05
N -0.264 -7.468 1.698  0.04
H 1.754 -5.363 1.982  0.06
H 1.769 -4.990 0.344  0.03
H 2.406 -6.562 0.801  0.09
H -0.587 -5.682 0.803  0.11
H -0.918 -7.483 -0.755  0.12
H 0.827 -7.847 -0.617  0.12
H 0.734 -7.355 -3.174  0.10
H -0.020 -5.798 -3.695  0.05
H -1.074 -6.887 -2.911  0.08
H -0.357 -7.119 2.638  0.08
H 0.358 -8.259 1.662  0.07
C 2.173 -1.743 8.012  -0.05
C 1.135 -2.113 6.922  -0.46
C 1.855 -2.940 5.845  -0.21
O 2.488 -2.010 4.986  -0.21
C 3.235 -2.473 3.886  -0.12
N 0.053 -2.844 7.455  0.02
H 3.023 -1.238 7.529  0.08
H 2.557 -2.629 8.474  0.07
H 1.736 -1.062 8.743  0.07
H 0.764 -1.284 6.307  0.13
H 1.154 -3.542 5.225  0.13
H 2.575 -3.613 6.314  0.12
H 2.559 -2.946 3.206  0.06
H 4.053 -3.186 4.132  0.09
H 3.746 -1.629 3.420  0.07
H -0.119 -2.665 8.453  0.08
H -0.820 -2.562 6.983  0.09
C -0.079 -2.365 0.745  -0.03
C 0.132 -2.185 -0.745  -0.39
C 0.610 -0.772 -1.110  -0.20
O 0.114 0.190 -0.216  -0.20
C 0.612 1.434 -0.664  -0.10
N 1.098 -3.059 -1.435  0.09
H -0.451 -3.398 0.889  0.07
H -0.743 -1.555 1.088  0.07
H 0.802 -2.275 1.386  0.07
H -0.878 -2.291 -1.189  0.11
H 0.346 -0.536 -2.127  0.11
H 1.701 -0.839 -1.015  0.12
H 1.650 1.615 -0.332  0.07
H -0.044 2.224 -0.286  0.07
H 0.614 1.450 -1.761  0.08
H 0.913 -3.997 -1.160  0.02
H 2.067 -2.782 -1.194  0.04
C -2.404 4.811 -4.863  -0.05
C -1.389 4.753 -3.682  -0.44
C -0.028 4.266 -4.051  -0.22
O 0.068 2.839 -4.120  -0.19
C 1.376 2.532 -4.564  -0.11
N -1.217 6.136 -3.187  0.04
H -2.443 3.844 -5.371  0.07
H -2.105 5.569 -5.588  0.08
H -3.387 4.994 -4.482  0.06
H -1.864 4.028 -3.004  0.12
H 0.633 4.601 -3.286  0.11
H 0.186 4.758 -5.010  0.13
H 1.507 3.075 -5.523  0.10
H 1.433 1.473 -4.861  0.08
H 2.137 2.734 -3.805  0.08
H -2.188 6.549 -3.026  0.10
H -0.774 6.109 -2.285  0.05

## Properties
**LUMO level**: 0.02041 Ha
**Total charge**: 0
**Relative energy (zero: lowest compared OMol25 entry of this formula, charge and spin)**: 1.148 eV

Entry 3:
# C5H6O2S2

C5H6O2S2 in the gas phase (ωB97M-V with the def2-TZVPD basis set, the OMol25 dataset).

Each line ends with the Löwdin charge.
Positions of all 15 atoms, in Å:
C 1.561 0.127 -0.638  -0.53
C 0.646 -0.942 0.065  -0.18
C -0.565 -0.261 0.592  -0.30
C 1.107 0.571 -1.912  -0.34
C -1.496 0.282 -0.513  -0.65
O 2.560 0.528 -0.102  0.08
O -4.193 0.763 -0.150  -0.55
S -0.547 0.259 -2.239  0.92
S -3.243 -0.389 -0.207  0.91
H 0.423 -1.615 -0.755  0.10
H 1.120 -1.441 0.938  0.14
H -1.000 -0.874 1.417  0.12
H -0.198 0.714 1.032  0.14
H 1.615 1.112 -2.701  0.07
H -1.660 1.392 -0.409  0.08

## Properties
**LUMO level (alpha / beta)**: -0.05874 / -0.05434 Ha
**Total charge**: 0
**Relative energy (zero: lowest compared OMol25 entry of this formula, charge and spin)**: 1.765 eV

Entry 4:
# C5H11NO

C5H11NO in the gas phase (ωB97M-V with the def2-TZVPD basis set, the OMol25 dataset).

Each line ends with the Löwdin charge.
Positions of all 18 atoms, in Å:
C -1.786 0.496 -0.451  0.00
C -1.826 -0.085 0.997  -0.62
N -0.488 -0.209 1.538  0.06
C 0.440 -0.908 0.617  -0.06
C 1.478 0.008 0.120  -0.27
C 2.007 -0.109 -1.403  -0.09
O -2.747 0.659 1.599  -0.09
H -1.531 1.586 -0.395  0.10
H -0.993 -0.058 -0.935  0.05
H -2.723 0.355 -0.970  0.08
H -0.141 0.722 1.801  0.13
H 0.815 -1.739 1.173  0.10
H -2.180 -1.146 0.847  0.16
H 1.097 1.109 0.114  0.13
H 2.516 0.058 0.570  0.12
H 1.973 0.738 -2.051  0.05
H 1.153 -0.767 -1.685  0.05
H 2.936 -0.711 -1.488  0.07

## Properties
**LUMO level**: -0.09273 Ha
**Total charge**: 0
**Relative energy (zero: lowest compared OMol25 entry of this formula, charge and spin)**: 7.201 eV